--- one ---
Here is an isolated molecule of C5H8OS2 from the OMol25 dataset. Energies are from ωB97M-V/def2-TZVPD.

As for the SMILES: C=CO[C@H](C)C(=S)S. For the LUMO energy, the calculation gives -0.00554 Ha. The value obtained for the HOMO-LUMO gap is 8.48 eV. The molar mass is 148.25 g mol⁻¹. Its charge is 0.

Each line ends with the Löwdin charge.
Element x y z (Å)
H -3.38844 1.05338 1.02623  0.112
C 0.52700 -0.31359 0.35897  -1.187
C 1.08708 0.80118 -1.52858  -0.117
H -0.66352 1.71049 -0.03649  0.139
C -2.23813 0.34276 -0.71325  -0.183
S 0.14245 -1.91478 0.27637  0.674
H -1.64033 1.62363 1.05075  0.067
H 1.54637 1.55643 0.91355  -0.052
C -2.37088 1.06673 0.40300  -0.032
C -0.06810 0.83920 -0.61798  -0.522
H 2.20437 0.59099 -1.08812  0.124
O -1.01950 0.25309 -1.38479  -0.129
H 1.19595 1.52549 -2.38497  0.105
H 1.04410 -0.11147 -2.06617  0.066
H -3.14950 0.01683 -1.30781  0.148
S 1.69413 0.26427 1.44603  0.786

=====

--- two ---
Here is an isolated molecule of C5H8OS2 from the OMol25 dataset. Energies are from ωB97M-V/def2-TZVPD.

As for the SMILES: O/C=C\CCC(=S)S. For the LUMO energy, the calculation gives -0.01624 Ha. The value obtained for the HOMO-LUMO gap is 8.45 eV. The molar mass is 148.25 g mol⁻¹. Its charge is 0.

Each line ends with the Löwdin charge.
Element x y z (Å)
C -0.54039 0.15991 1.27972  -1.123
O 2.29678 0.76049 -0.71860  -0.028
H -0.59389 -1.80413 -1.38661  0.098
C -0.09546 -1.14883 -0.69211  -0.200
H -1.05847 2.25545 1.90342  -0.095
C -0.87216 -1.17780 0.60543  -0.303
S -1.82686 1.33856 1.26495  0.806
S 0.94804 0.32887 2.06959  0.655
C 0.00375 0.29275 -1.28175  -0.131
H -1.00388 0.57583 -1.31462  0.069
C 1.07334 1.06481 -1.24575  -0.218
H -0.68269 -2.04455 1.32132  0.141
H 0.95454 -1.60738 -0.49408  0.138
H -1.89140 -1.15124 0.45119  0.056
H 2.12189 0.10426 -0.03385  0.004
H 1.16686 2.05297 -1.72825  0.131

=====

Which of them is the most stable? Correct choice: two.

=====

--- one ---
Here is a cluster of 2 separate species, CH2FNO2 in total from the OMol25 dataset. Energies are from ωB97M-V/def2-TZVPD.

For the LUMO energy (spin up / spin down), the calculation gives -0.10941 / -0.09220 Ha. The value obtained for the HOMO-LUMO gap (spin up / spin down) is 7.98 / 8.55 eV. The molar mass is 79.03 g mol⁻¹. Its charge is 0.

Each line ends with the Löwdin charge.
Element x y z (Å)
H 1.73878 0.50219 -0.71233  0.181
O -1.96320 -0.72909 0.54561  0.138
O 1.11900 0.44427 0.11057  0.016
H -0.11985 -0.59092 1.67047  0.187
N 0.04933 -0.21711 -0.27792  0.039
C -0.83673 -0.42323 0.69396  -0.371
F 0.01267 1.01388 -2.03035  -0.191

=====

--- two ---
Here is a cluster of 2 separate species, CH2FNO2 in total from the OMol25 dataset. Energies are from ωB97M-V/def2-TZVPD.

For the LUMO energy (spin up / spin down), the calculation gives -0.00108 / -0.03013 Ha. The value obtained for the HOMO-LUMO gap (spin up / spin down) is 9.60 / 8.25 eV. The molar mass is 79.03 g mol⁻¹. Its charge is 0.

Each line ends with the Löwdin charge.
Element x y z (Å)
N 1.32088 -0.19530 -0.00630  -0.306
H -1.28788 -0.43750 0.91958  0.074
O 1.87291 0.84274 -0.11818  0.084
F -1.20674 1.39568 0.04520  -0.005
O 1.64500 -1.32473 0.12309  0.069
H -1.26976 -0.35918 -0.96394  0.074
C -1.07441 0.07829 0.00054  0.010

=====

--- three ---
Here is an isolated molecule of CH2FNO2 from the OMol25 dataset. Energies are from ωB97M-V/def2-TZVPD.

As for the SMILES: O=CN(O)F. For the LUMO energy, the calculation gives 0.01586 Ha. The value obtained for the HOMO-LUMO gap is 10.48 eV. The molar mass is 79.03 g mol⁻¹. Its charge is 0.

Each line ends with the Löwdin charge.
Element x y z (Å)
N 0.78745 -0.52937 -0.10214  -0.122
C 1.32093 0.75152 0.07717  -0.269
H 0.63751 1.61354 0.12039  0.148
O -0.36522 -0.89081 0.43968  0.047
F 1.68022 -1.66601 -0.04445  -0.003
O 2.49402 1.00529 0.10696  0.067
H -0.78907 -1.69739 0.12436  0.131

=====

Which of them is the most stable? Correct choice: three.

=====

--- one ---
Here is a structure of composition C5H10O3 from the OMol25 dataset. Energies are from ωB97M-V/def2-TZVPD.

For the LUMO energy, the calculation gives 0.01592 Ha. The value obtained for the HOMO-LUMO gap is 9.74 eV. The molar mass is 118.13 g mol⁻¹. Its charge is 0.

Each line ends with the Löwdin charge.
Element x y z (Å)
H 1.33171 -2.05902 -1.48434  0.087
C 1.73011 0.67708 0.59758  -0.012
O -1.07075 1.20944 -0.86877  0.015
C -3.17198 0.68475 0.17358  -0.004
H 3.36636 -1.01409 1.13703  0.121
H 1.21665 1.37604 -0.06488  0.087
O 2.92025 -1.41736 0.38002  0.095
H -3.38090 0.43578 1.21433  0.078
H -0.18649 -0.98513 -0.27795  0.146
H -3.45050 1.71416 -0.04286  0.078
H 0.69510 -0.36462 -1.72741  0.091
H -3.76056 0.02251 -0.46251  0.086
H 2.64313 1.12668 0.98888  0.092
C -1.70163 0.47514 -0.11526  -0.645
C 1.98297 -0.59674 -0.11172  -0.389
C 1.09793 -1.10224 -1.04036  -0.010
H 0.96336 0.47117 1.36337  0.112
O -1.22478 -0.65355 0.34126  -0.030

=====

--- two ---
Here is a cluster of 3 separate species, C5H10O3 in total from the OMol25 dataset. Energies are from ωB97M-V/def2-TZVPD.

For the LUMO energy (spin up / spin down), the calculation gives 0.02186 / 0.02172 Ha. The value obtained for the HOMO-LUMO gap (spin up / spin down) is 7.05 / 7.06 eV. The molar mass is 118.13 g mol⁻¹. Its charge is 0.

Each line ends with the Löwdin charge.
Element x y z (Å)
H -1.06295 1.13979 -0.96349  0.115
C -0.80385 1.39622 1.86208  -0.122
O 0.23625 2.18142 2.36722  -0.100
H -1.67944 1.94948 1.51778  0.066
C 0.00859 -0.48754 0.25647  -0.431
H 0.33096 2.96488 1.81528  0.087
H -1.03110 0.59283 2.55540  0.067
H 1.53129 1.02481 0.79328  0.072
H 0.59955 -0.56311 -2.85033  0.069
H 0.36547 -2.05373 1.21798  0.137
H 1.87630 0.11106 -0.76518  0.085
C -0.05837 -1.13989 -2.20767  -0.130
C 1.14727 0.40671 -0.01535  -0.044
H -0.13103 -2.90553 -1.43793  0.075
H -1.10731 -1.14317 -2.51084  0.069
O 0.49075 -2.40694 -1.97973  -0.092
C -0.32460 0.56594 -0.43651  -0.039
O -0.38779 -1.63324 0.78152  0.115

=====

--- three ---
Here is an isolated molecule of C5H10O3 from the OMol25 dataset. Energies are from ωB97M-V/def2-TZVPD.

For the LUMO energy, the calculation gives 0.00303 Ha. The value obtained for the HOMO-LUMO gap is 7.75 eV. The molar mass is 118.13 g mol⁻¹. Its charge is 0.

Each line ends with the Löwdin charge.
Element x y z (Å)
H 1.93071 0.12950 1.39586  0.018
C 2.01721 0.50634 0.37354  -0.056
H 0.24110 0.50059 2.37423  0.127
O -1.06956 1.62629 -0.11978  0.185
H -1.92806 -0.35020 -1.74049  0.083
H 2.98964 0.24002 -0.03475  0.042
O 1.12578 0.10880 -2.01245  -0.079
C -0.61469 0.59291 0.56652  -0.406
O -0.52884 0.80070 1.87816  0.130
H -0.38437 -1.47104 0.65963  0.133
C 1.06188 -0.43766 -0.91150  -0.412
H -1.39207 2.34585 0.44250  0.155
C -0.59967 -0.68857 -0.06777  -0.189
H 1.56883 -1.41047 -0.77312  0.121
H -2.75084 -0.97927 -0.32661  0.078
C -1.82394 -1.03709 -0.90232  -0.056
H -1.78967 -2.06886 -1.24896  0.080
H 1.94656 1.59216 0.44730  0.045

=====

Which of them is the most stable? Correct choice: one.